No. 1
# C12H16AuBrClO3

C12H16AuBrClO3 as an isolated structure (ωB97M-V with the def2-TZVPD basis set, the Open Molecules 2025 dataset).

* total charge: -1
* largest force on an atom: 1.5 eV/A
* LUMO energy: 2.746 eV
* HOMO: -4.9 eV

Each line ends with the natural charge from an NBO analysis.
CARTESIAN COORDINATES (ANGSTROEM)
Au: -1.68702 -14.91766 -1.24544  0.41
C: -3.02211 -17.31908 0.48210  -0.65
C: -2.91110 -17.76046 -0.96056  -0.07
O: -2.95830 -16.66772 -1.90767  -0.58
C: -4.22546 -16.41507 -2.52389  -0.05
C: -4.00048 -15.53698 -3.73140  -0.63
H: -3.07951 -18.19817 1.07304  0.22
H: -3.90674 -16.66337 0.62161  0.18
H: -2.14546 -16.77462 0.81579  0.26
H: -3.75157 -18.38031 -1.26392  0.15
H: -1.96411 -18.23838 -1.13975  0.25
H: -4.93935 -16.01367 -1.80496  0.17
H: -4.60696 -17.40242 -2.83531  0.16
H: -3.49628 -14.65399 -3.37263  0.23
H: -4.95149 -15.23559 -4.20070  0.21
H: -3.34573 -16.07462 -4.42057  0.22
Cl: 1.70152 -16.17539 -1.83727  -0.14
C: 1.60563 -16.22734 -0.03406  -0.47
C: 0.55777 -17.12948 0.66708  0.75
O: 0.54244 -16.84996 1.88030  -0.76
O: -0.04623 -18.00170 0.02482  -0.78
H: 1.50103 -15.16096 0.22098  0.22
H: 2.58761 -16.57842 0.27730  0.21
Br: 2.75143 -9.95354 -0.12986  0.00
C: 1.50575 -11.38469 -0.32497  -0.09
C: 1.38642 -11.89159 -1.62575  -0.26
C: 0.43011 -12.87190 -1.85648  -0.22
C: -0.42229 -13.35642 -0.87060  -0.31
C: -0.21665 -12.87406 0.43503  -0.24
C: 0.72273 -11.86222 0.72187  -0.26
H: 2.05052 -11.56300 -2.40839  0.22
H: 0.39087 -13.28628 -2.87759  0.21
H: -0.79664 -13.31977 1.24868  0.22
H: 0.88662 -11.52808 1.78040  0.22



No. 2
# C26H74N10O8

A 8-piece molecular cluster, C26H74N10O8 overall (ωB97M-V with the def2-TZVPD basis set, the Open Molecules 2025 dataset).

* largest force on an atom: 10.3 eV/A
* LUMO energy: 0.419 eV
* HOMO: -9.0 eV

Each line ends with the Löwdin charge.
CARTESIAN COORDINATES (ANGSTROEM)
C: 1.83294 0.26853 0.92825  -0.78
O: 2.04626 1.32666 0.28730  -0.02
N: 2.71685 -0.30975 1.62996  0.17
N: 0.68068 -0.34990 0.90926  0.16
H: 2.43969 -1.14197 2.13067  0.12
H: 3.56783 0.21261 1.78180  0.13
H: -0.11629 -0.16757 0.31624  0.12
H: 0.64403 -1.22195 1.41747  0.10
C: 8.86548 -1.42683 7.62622  -0.94
O: 7.98560 -1.39816 6.89235  0.11
N: 9.88589 -2.19270 7.49879  0.17
N: 9.06668 -0.58629 8.52065  0.17
H: 10.01983 -2.66457 6.61589  0.13
H: 10.48308 -2.09121 8.30697  0.11
H: 9.98318 -0.44366 8.92039  0.12
H: 8.40098 0.13198 8.76767  0.13
C: -6.24758 -0.83571 -6.91103  -0.10
C: -5.45661 0.32699 -7.45107  -0.42
C: -6.40055 1.57165 -7.62009  -0.22
O: -5.62405 2.72815 -7.80442  -0.18
C: -6.47573 3.86344 -8.05221  -0.10
N: -4.40889 0.45220 -6.42149  0.03
H: -5.59373 -1.69563 -6.76570  0.08
H: -7.04318 -1.07717 -7.61589  0.08
H: -6.66839 -0.71224 -5.91315  0.08
H: -4.97560 0.13547 -8.41026  0.14
H: -6.83403 1.61994 -6.62116  0.11
H: -7.33388 1.44527 -8.16875  0.12
H: -7.18328 4.03201 -7.24039  0.08
H: -6.97092 3.71386 -9.01165  0.09
H: -6.07764 4.87737 -8.01261  0.08
H: -4.79699 0.72011 -5.52835  0.07
H: -4.01502 1.33112 -6.72558  0.06
C: -9.57510 -2.94332 1.78951  -0.04
C: -9.58248 -4.04284 0.65884  -0.46
C: -9.10952 -5.41790 1.18245  -0.18
O: -7.70332 -5.37053 1.48697  -0.20
C: -6.74595 -5.66727 0.51594  -0.13
N: -10.83671 -4.15554 0.05245  0.03
H: -9.76563 -1.92797 1.44185  0.07
H: -8.52861 -2.82645 2.07109  0.07
H: -10.34656 -3.07188 2.54874  0.07
H: -8.87489 -3.75615 -0.11912  0.13
H: -9.29734 -6.20080 0.44768  0.11
H: -9.67156 -5.78914 2.03943  0.13
H: -6.59493 -6.74637 0.54508  0.09
H: -5.80566 -5.20493 0.81624  0.08
H: -6.85739 -5.27203 -0.49374  0.09
H: -10.76347 -5.13907 -0.16527  0.06
H: -11.64323 -3.99638 0.63922  0.08
C: -0.90382 -2.35123 6.45641  -0.05
C: -0.86265 -3.88622 6.26787  -0.45
C: -2.22570 -4.57259 6.38575  -0.18
O: -3.01134 -4.02308 7.47232  -0.19
C: -4.40081 -3.97964 7.32372  -0.11
N: 0.05077 -4.50212 5.29411  0.02
H: 0.05035 -1.89450 6.71921  0.08
H: -1.38818 -2.11443 7.40373  0.07
H: -1.57020 -1.99286 5.67180  0.08
H: -0.34107 -4.13520 7.19202  0.12
H: -1.96100 -5.62404 6.49750  0.11
H: -2.64923 -4.55605 5.38153  0.12
H: -4.77720 -3.13741 7.90431  0.08
H: -4.78946 -4.91123 7.73505  0.09
H: -4.58910 -3.71086 6.28430  0.09
H: 0.00430 -5.51049 5.32775  0.06
H: 0.99091 -4.32542 5.61818  0.07
C: -6.07940 3.35453 -0.19856  -0.06
C: -4.67147 3.59512 0.35026  -0.46
C: -4.42125 2.83638 1.65371  -0.16
O: -5.23714 3.47097 2.67067  -0.21
C: -5.62801 2.70100 3.82391  -0.10
N: -3.65458 3.35346 -0.64622  0.02
H: -6.22390 3.98375 -1.07680  0.07
H: -6.72526 3.80227 0.55674  0.07
H: -6.39591 2.32538 -0.36820  0.08
H: -4.60481 4.67080 0.51329  0.13
H: -3.39399 2.91723 2.00910  0.12
H: -4.74633 1.79600 1.65051  0.12
H: -6.45755 3.32551 4.15549  0.09
H: -4.90123 2.51925 4.61566  0.08
H: -6.11330 1.74599 3.62250  0.08
H: -2.76520 3.40529 -0.17040  0.07
H: -3.71092 4.03776 -1.38694  0.07
C: 5.25067 -0.08949 -5.78741  -0.06
C: 5.24637 1.21407 -6.65516  -0.42
C: 6.14797 1.08229 -7.93045  -0.19
O: 5.85265 1.87749 -9.05285  -0.20
C: 4.62202 1.53788 -9.74048  -0.10
N: 3.88997 1.60322 -6.85958  0.03
H: 6.23636 -0.54297 -5.68316  0.06
H: 4.58197 -0.83365 -6.22004  0.08
H: 5.10240 0.06832 -4.71913  0.07
H: 5.71726 2.07599 -6.18243  0.13
H: 5.99763 0.09729 -8.37235  0.11
H: 7.16592 1.45913 -7.83115  0.13
H: 4.80166 1.61891 -10.81252  0.08
H: 3.81102 2.21436 -9.47075  0.08
H: 4.38699 0.47628 -9.66390  0.08
H: 3.47813 1.62696 -5.93766  0.08
H: 3.42887 0.84061 -7.33487  0.07
C: 10.68185 4.88189 3.29207  -0.07
C: 11.10107 3.81619 2.26002  -0.42
C: 12.65549 3.68260 2.10178  -0.22
O: 12.91454 2.67258 1.20265  -0.18
C: 12.68584 3.01562 -0.14034  -0.11
N: 10.30729 2.56576 2.35797  0.05
H: 10.64804 4.53502 4.32485  0.07
H: 9.67276 5.22192 3.05928  0.08
H: 11.35405 5.73223 3.17735  0.07
H: 10.69705 4.35105 1.40050  0.11
H: 13.24148 3.50728 3.00398  0.13
H: 13.00325 4.66816 1.79222  0.12
H: 11.62482 3.07943 -0.38171  0.09
H: 13.13633 2.26458 -0.78927  0.09
H: 13.16794 3.91117 -0.53236  0.09
H: 10.84997 1.71422 2.37976  0.06
H: 9.94984 2.52682 3.30179  0.05



No. 3
# C3H5N

An isolated molecule of C3H5N (ωB97M-V with the def2-TZVPD basis set, the Open Molecules 2025 dataset).

* largest force on an atom: 3.4 eV/A
* LUMO energy: 0.764 eV
* HOMO: -11.7 eV

Each line ends with the natural charge from an NBO analysis.
CARTESIAN COORDINATES (ANGSTROEM)
C: -0.67474 0.30266 1.47195  -0.61
C: -0.57778 -0.57910 0.20568  -0.49
C: 0.43779 0.04765 -0.77029  0.27
H: -0.52380 1.38925 1.16311  0.22
H: -1.75469 0.12649 1.83656  0.22
H: 0.17599 0.06338 2.18468  0.23
H: -0.12910 -1.57144 0.55457  0.24
H: -1.49183 -0.75819 -0.30970  0.24
N: 1.23026 0.30331 -1.55332  -0.33



No. 4
# H12O6Zn

H12O6Zn as an isolated structure (ωB97M-V with the def2-TZVPD basis set, the Open Molecules 2025 dataset).

* total charge: +2
* largest force on an atom: 1.2 eV/A
* LUMO energy: -13.663 eV
* HOMO: -18.4 eV

Each line ends with the natural charge from an NBO analysis.
CARTESIAN COORDINATES (ANGSTROEM)
Zn: 0.15120 -0.19570 -0.15108  1.71
O: 3.17562 -1.38758 1.06875  -0.92
H: 3.46320 -0.93006 1.85881  0.50
H: 3.92694 -1.34093 0.47750  0.50
O: -2.84414 1.33500 -1.38815  -0.97
H: -3.03822 2.27110 -1.34049  0.50
H: -3.67865 0.92849 -1.62176  0.50
O: -1.42821 -0.01392 3.07592  -0.97
H: -1.10953 0.20594 3.95133  0.50
H: -2.38069 0.05269 3.14352  0.50
O: -1.64009 -3.19271 -0.13557  -0.95
H: -1.60872 -3.74188 0.64779  0.50
H: -2.44282 -3.45940 -0.58363  0.50
O: 1.49309 3.01417 0.43113  -0.95
H: 2.06998 3.32489 1.12889  0.50
H: 0.85664 3.71948 0.31403  0.49
O: 1.41788 -0.30161 -3.35402  -0.94
H: 2.26371 -0.70783 -3.54324  0.50
H: 1.35281 0.41984 -3.97972  0.50



No. 5
# C5H7NO

An isolated molecule of C5H7NO (ωB97M-V with the def2-TZVPD basis set, the Open Molecules 2025 dataset).

* largest force on an atom: 0.5 eV/A
* LUMO energy: 0.892 eV
* HOMO: -9.8 eV

Each line ends with the natural charge from an NBO analysis.
CARTESIAN COORDINATES (ANGSTROEM)
O: 2.00959 -1.93156 0.19152  -0.61
C: 1.54168 -1.21491 1.05338  0.53
N: 0.98039 0.00267 0.82400  -0.62
C: 0.74831 0.47112 -0.52485  -0.21
C: -0.58357 -0.03429 -1.09801  -0.50
C: -1.72257 0.51891 -0.35752  0.01
C: -2.62539 1.00860 0.27245  -0.27
H: 1.54845 -1.48320 2.12708  0.11
H: 0.45319 0.43009 1.57064  0.40
H: 1.57347 0.11055 -1.14148  0.23
H: 0.76523 1.56461 -0.52633  0.20
H: -0.65948 0.24596 -2.15607  0.24
H: -0.59263 -1.13016 -1.05084  0.25
H: -3.43668 1.44162 0.81603  0.24



No. 6
# C5H14

A 2-piece molecular cluster, C5H14 overall (ωB97M-V with the def2-TZVPD basis set, the Open Molecules 2025 dataset).

* largest force on an atom: 1.3 eV/A
* LUMO energy: 1.116 eV
* HOMO: -11.3 eV

Each line ends with the natural charge from an NBO analysis.
CARTESIAN COORDINATES (ANGSTROEM)
C: -0.85278 -1.16474 0.04645  -0.41
C: -2.04274 -2.10974 -0.07598  -0.61
C: 0.46677 -1.83504 0.41935  -0.61
H: -0.78728 -0.68841 -0.93079  0.20
H: -1.01909 -0.32974 0.72281  0.20
H: -1.92796 -3.02118 0.52538  0.20
H: 1.30983 -1.29066 -0.00564  0.21
H: 0.53983 -1.95422 1.50285  0.21
H: 0.55860 -2.84330 0.00413  0.20
H: -2.98110 -1.68600 0.30444  0.21
H: -2.24315 -2.44633 -1.09213  0.21
C: 1.14707 2.89692 -0.85378  -0.61
C: 1.15743 2.09524 0.43761  -0.61
H: 2.03187 3.51508 -0.96354  0.20
H: 1.05127 2.24129 -1.71615  0.20
H: 0.26682 3.53349 -0.90266  0.20
H: 0.41165 1.30158 0.48922  0.21
H: 1.15103 2.74320 1.31173  0.20
H: 2.05438 1.46036 0.50332  0.20



Computed energy above the lowest of the compared OMol25 structures with the same formula, charge and spin (kJ/mol) in order:
48.8, 813.9, 51.0, 803.7, 162.3, 29.0